# 1
Density functional theory data (ωB97M-V/def2-TZVPD) for a molecular structure, C17H17F9N2OTi in a non-equilibrium geometry.

Structure (XYZ):
```
47
C17H17F9N2OTi | the OMol25 dataset | ωB97M-V/def2-TZVPD
C -3.469 -0.100 0.211
C -4.177 1.103 -0.508
H -2.907 -0.769 -0.476
H -4.212 -0.745 0.720
H -2.781 0.298 0.972
H -3.818 1.316 -1.538
H -5.263 0.957 -0.638
H -4.032 2.039 0.047
C 0.134 -2.911 -0.437
C 0.982 -3.967 -0.695
C 2.176 -3.751 -1.374
C 2.549 -2.462 -1.727
H -0.758 -3.000 0.175
H 0.720 -4.959 -0.380
H 2.854 -4.562 -1.627
H 3.476 -2.245 -2.250
N 0.478 -1.658 -0.857
C 1.692 -1.393 -1.468
C 2.054 0.017 -1.773
N 1.245 0.958 -1.200
C 1.372 2.285 -1.460
C 3.313 1.822 -2.767
C 2.411 2.757 -2.242
H 0.599 2.922 -1.040
H 2.460 3.828 -2.423
C 3.137 0.451 -2.551
H 3.712 -0.325 -3.060
H 4.102 2.156 -3.432
Ti -0.503 0.152 -0.462
C -1.365 1.515 -1.696
H -1.265 1.680 -2.780
H -1.596 2.492 -1.222
H -2.202 0.792 -1.500
F 1.076 -1.704 2.098
C 1.193 -0.447 2.635
F 1.645 -0.565 3.905
F 2.120 0.205 1.878
C -0.152 0.291 2.593
O -0.524 0.636 1.257
C -1.257 -0.559 3.224
F -1.009 -0.953 4.483
F -2.431 0.134 3.211
F -1.466 -1.675 2.450
C -0.086 1.652 3.296
F 0.206 1.615 4.625
F 0.849 2.403 2.665
F -1.282 2.274 3.137
```

HOMO-LUMO gap: 8.00 eV
Strongest force on any atom: 2.5 eV/Å
Energy above the lowest of the compared OMol25 structures with the same formula, charge and spin: 0.200 eV
Net charge: +2

Charges in e, computed with Löwdin, in the same order as the atoms: -0.15, -0.12, 0.05, 0.11, 0.03, 0.06, 0.09, 0.09, -0.05, 0.01, 0.03, 0.05, 0.13, 0.13, 0.14, 0.13, -0.01, -0.16, -0.16, -0.03, -0.07, 0.03, 0.03, 0.13, 0.14, 0.05, 0.13, 0.14, 1.22, -0.10, 0.08, 0.08, -0.01, 0.14, -0.47, 0.21, 0.16, -0.19, -0.17, -0.48, 0.22, 0.16, 0.13, -0.49, 0.19, 0.17, 0.17

# 2
Density functional theory data (ωB97M-V/def2-TZVPD) for a gas-phase ion, C2H7N4 (charge +1) in a non-equilibrium geometry.

Structure (XYZ):
```
13
C2H7N4 | the OMol25 dataset | ωB97M-V/def2-TZVPD
N -2.224 -0.087 0.055
C -0.893 -0.095 0.043
N -0.218 -1.292 0.125
N 1.193 -0.970 -0.036
C 1.285 0.546 0.064
N -0.109 1.003 0.017
H -2.601 -0.969 0.213
H -2.670 0.741 0.010
H 1.479 -1.150 -0.954
H 1.741 -1.468 0.710
H 1.728 1.146 -0.695
H 1.533 0.895 1.198
H -0.245 1.699 -0.751
```

HOMO-LUMO gap: 10.61 eV
Strongest force on any atom: 5.4 eV/Å
Energy above the lowest of the compared OMol25 structures with the same formula, charge and spin: 2.630 eV
SMILES string: NC1=N[NH2+]CN1
Net charge: +1

Charges in e, computed with Löwdin, in the same order as the atoms: 0.24, -0.43, 0.09, 0.06, -0.07, 0.06, 0.11, 0.09, 0.15, 0.21, 0.12, 0.19, 0.18

# 3
Density functional theory data (ωB97M-V/def2-TZVPD) for 3 unconnected molecules or ions with the total composition C2H6N2O2 in a non-equilibrium geometry.

Structure (XYZ):
```
12
C2H6N2O2 | the OMol25 dataset | ωB97M-V/def2-TZVPD
C 0.038 -2.155 1.027
C 1.396 -1.690 0.913
N 2.430 0.579 -0.416
N -1.134 1.275 -1.101
O 2.351 1.442 0.383
O 1.120 -2.892 0.435
H -0.237 -2.458 2.011
H -0.780 -1.756 0.486
H 1.984 -0.980 0.453
H -0.491 0.651 -0.802
H -0.775 2.221 -1.337
H -1.716 1.080 -1.852
```

HOMO-LUMO gap (spin up / spin down): 7.61 / 8.31 eV
Strongest force on any atom: 5.1 eV/Å
Energy above the lowest of the compared OMol25 structures with the same formula, charge and spin: 7.540 eV
Net charge: 0

Charges in e, computed with Löwdin, in the same order as the atoms: -0.11, -0.11, 0.06, 0.05, -0.02, 0.01, 0.09, 0.09, -0.01, -0.07, 0.04, -0.02

# 4
Density functional theory data (ωB97M-V/def2-TZVPD) for C3H2O3 in the gas phase.

Structure (XYZ):
```
8
C3H2O3 | the OMol25 dataset | ωB97M-V/def2-TZVPD
O 2.574 -0.103 -0.678
C 1.723 -0.430 0.119
C 0.489 0.390 0.269
O -0.522 -0.289 -0.218
C -1.758 0.411 -0.125
O -2.776 -0.158 -0.308
H 1.844 -1.286 0.817
H -1.572 1.466 0.124
```

HOMO-LUMO gap: 8.96 eV
Strongest force on any atom: 0.8 eV/Å
Energy above the lowest of the compared OMol25 structures with the same formula, charge and spin: 3.425 eV
Net charge: 0

Charges in e, computed with Löwdin, in the same order as the atoms: 0.05, -0.27, 0.05, 0.00, -0.26, 0.15, 0.13, 0.14